Record 1
Entry from the OMol25 dataset: C51H43Br9N8O16 as an isolated structure in a non-equilibrium geometry (ωB97M-V with the def2-TZVPD basis set).

```
! wB97M-V def2-TZVPD RIJCOSX def2/J DEFGRID3
* xyz -1 2
C -18.0829 18.5585 21.5181
Br -19.2856 17.7645 20.0877
Br -17.3944 20.3085 20.8722
Br -16.5937 17.2528 21.8978
H -18.6616 18.7299 22.4257
C -15.2014 19.6101 16.5484
Br -15.7475 21.1399 17.6921
Br -15.6519 20.0024 14.5949
Br -15.8702 17.9783 17.2988
H -14.1158 19.5678 16.6366
C -7.8640 14.3633 18.4777
Br -7.8709 14.2204 16.4608
Br -8.8554 12.8473 19.3342
Br -8.6342 16.1681 19.0281
H -6.8273 14.3520 18.8143
C -16.9795 11.2735 26.2367
C -16.9648 11.2420 24.8246
C -16.1796 12.2015 24.1344
C -15.5915 13.2044 24.8588
C -15.6347 13.2217 26.2373
C -16.4686 12.3186 26.9102
N -14.8301 14.2476 24.0606
O -14.1459 15.0258 24.6921
O -15.1038 14.2724 22.8560
H -17.6605 10.5955 26.7295
H -17.4862 10.4064 24.3816
H -16.2666 12.1067 23.0621
H -15.1038 14.0079 26.7534
H -16.5046 12.3574 27.9889
C -13.4598 18.7743 20.2049
C -13.1402 19.5929 21.3190
C -11.9839 20.3224 21.4223
C -10.9404 20.0187 20.4830
C -11.2344 19.1416 19.4253
C -12.4718 18.5761 19.2942
N -9.5522 20.5572 20.7108
O -9.3281 21.3562 21.6021
O -8.6066 20.1361 20.0387
H -14.4366 18.3344 20.0682
H -13.8520 19.6082 22.1311
H -11.8253 20.8913 22.3265
H -10.4942 18.8698 18.6873
H -12.6598 18.0603 18.3641
C -17.7588 15.1741 16.3345
C -16.9266 14.1777 15.9049
C -16.6949 13.0312 16.6364
C -17.2538 12.9606 17.9561
C -18.1672 13.9496 18.3219
C -18.4402 15.0726 17.5180
N -16.9094 11.8652 18.8404
O -17.4245 11.6375 19.9212
O -16.0708 11.1391 18.3810
H -17.8739 16.0308 15.6870
H -16.4482 14.4060 14.9639
H -15.9300 12.3419 16.3107
H -18.7364 13.6922 19.2029
H -19.1919 15.7757 17.8448
C -13.6397 16.2061 12.5267
C -14.9537 16.4580 12.7460
C -15.5856 17.4798 12.0485
C -14.9208 18.2049 11.0753
C -13.5970 17.9154 10.8386
C -12.9469 16.8865 11.5122
N -15.6911 19.2063 10.3444
O -15.2659 19.4732 9.2477
O -16.7446 19.5923 10.8202
H -13.1503 15.5037 13.1851
H -15.5402 16.0287 13.5449
H -16.6443 17.6735 12.1378
H -13.0562 18.3619 10.0173
H -11.9087 16.7044 11.2769
C -12.9362 14.8588 20.6161
C -14.0884 15.2820 20.0163
C -14.1720 15.4164 18.6164
C -13.0271 15.1648 17.7960
C -11.8589 14.7839 18.3976
C -11.7881 14.7014 19.8013
N -13.1444 15.2523 16.2866
O -12.1936 14.8561 15.6090
O -14.0813 15.8547 15.7913
H -12.9596 14.7930 21.6938
H -14.9830 15.3946 20.6107
H -15.1131 15.5287 18.0988
H -10.9705 14.7367 17.7853
H -10.8206 14.6164 20.2737
C -12.0015 11.7769 16.4836
C -13.3252 11.3344 16.3244
C -13.7810 10.9011 15.0651
C -12.8481 10.9559 13.9865
C -11.5658 11.3835 14.1359
C -11.1948 11.8264 15.3924
N -13.3742 10.5699 12.6225
O -14.4832 10.1057 12.5497
O -12.6700 10.7995 11.6610
H -11.6573 12.1591 17.4332
H -13.9466 11.2337 17.2020
H -14.8021 10.5906 14.9000
H -10.8307 11.3786 13.3446
H -10.1457 12.0430 15.5293
C -11.8085 17.3394 24.2405
C -11.4813 17.3754 22.8489
C -10.1693 17.0027 22.5109
C -9.1781 16.7997 23.5216
C -9.5111 17.0107 24.8440
C -10.8294 17.2290 25.2211
N -7.7472 16.4840 23.1985
O -7.0645 15.9703 24.0980
O -7.2887 16.7818 22.1244
H -12.8153 17.5907 24.5397
H -12.2747 17.3505 22.1165
H -9.8826 16.9404 21.4715
H -8.7667 16.7851 25.5933
H -11.0859 17.0420 26.2534
C -10.0175 13.6259 12.5489
C -8.6509 13.6217 12.8123
C -7.8116 13.1226 11.8544
C -8.2667 12.7795 10.5688
C -9.6173 12.9279 10.2882
C -10.5031 13.3456 11.2726
N -7.3129 12.4048 9.4401
O -6.1381 12.6343 9.5191
O -7.7807 11.7872 8.5048
H -10.6734 13.9307 13.3510
H -8.2802 13.7889 13.8128
H -6.7584 12.9729 12.0404
H -10.0043 12.7106 9.3035
H -11.5760 13.3923 11.1576
*
```

Output
**Total energy**: -728623.709 eV
**LUMO (spin up / spin down)**: 0.4 / 0.4 eV


Record 2
Entry from the OMol25 dataset: C51H44BN4O4PPbS as an isolated structure (ωB97M-V with the def2-TZVPD basis set).

```
! wB97M-V def2-TZVPD RIJCOSX def2/J DEFGRID3
* xyz -2 1
Pb -0.0725 -0.2108 0.6680
O 2.4563 5.2221 5.5667
N 1.1998 5.1719 5.4266
O 0.4563 5.9833 6.0491
C 0.6084 4.2299 4.5990
C -0.7931 4.2272 4.5324
C -1.4961 3.3004 3.7618
C -2.9130 3.2458 3.6941
C -3.5268 2.2680 2.9568
C -2.7429 1.3200 2.2844
N -1.4255 1.3679 2.3123
C -0.7991 2.3301 2.9926
C 0.6526 2.3617 2.9729
N 1.2731 1.4880 2.1606
C 2.5918 1.4268 2.1510
C 3.3725 2.2507 2.9442
C 2.7616 3.1859 3.7568
C 1.3605 3.2787 3.7979
H -1.3241 4.9629 5.1163
H -3.4893 3.9787 4.2474
H -4.6067 2.2032 2.9031
H -3.1862 0.4926 1.7386
H 3.0291 0.6970 1.4772
H 4.4514 2.1733 2.9150
H 3.3462 3.8502 4.3689
S -2.3933 -2.8437 2.3486
C -2.4113 -2.9570 0.6566
C -3.2977 -4.0032 0.0787
C -3.6276 -4.0436 -1.2100
C -3.0638 -3.0573 -2.1776
C -1.8892 -2.2588 -1.5441
N -1.7474 -2.1430 -0.1205
H -3.7136 -4.7066 0.7879
H -4.3268 -4.7845 -1.5922
H -3.8533 -2.4457 -2.6316
H -1.8460 -1.2534 -1.9633
C -2.1139 -2.9970 -4.5518
C -1.1899 -2.1193 -4.9539
C -0.0131 -1.7828 -4.1578
C 0.1945 -2.3573 -2.9661
C -0.8856 -3.1762 -2.3348
C -2.0705 -3.6612 -3.2101
P 1.5201 -1.9866 -1.7628
C 2.9246 -2.9597 -2.4261
C 4.1635 -2.7863 -1.8002
C 5.2577 -3.5489 -2.1697
C 5.1314 -4.5155 -3.1608
C 3.9024 -4.7116 -3.7726
C 2.8061 -3.9400 -3.4091
C 2.0308 -0.2621 -2.0334
C 2.7934 0.1632 -3.1251
C 3.1072 1.5051 -3.2532
C 2.6680 2.4051 -2.2861
C 1.9268 1.9629 -1.1999
C 1.5829 0.6144 -1.0255
H -2.9434 -3.2610 -5.2023
H -1.2864 -1.6509 -5.9288
H 0.6948 -1.0703 -4.5660
H -0.4942 -3.9509 -1.6723
H -2.1703 -4.7469 -3.3258
H 4.2512 -2.0452 -1.0128
H 6.2128 -3.4030 -1.6791
H 5.9869 -5.1129 -3.4528
H 3.7989 -5.4717 -4.5389
H 1.8490 -4.0905 -3.8937
H 3.1442 -0.5527 -3.8632
H 3.6909 1.8521 -4.0994
H 2.9177 3.4575 -2.3871
H 1.6107 2.6903 -0.4547
C 1.6366 -0.8620 6.3286
C 0.5879 -0.2971 5.5762
C 0.4209 -0.6397 4.2634
C 1.2923 -1.5464 3.6156
C 1.1660 -1.8631 2.2333
C 1.9093 -2.9033 1.7421
C 2.8627 -3.5831 2.5375
C 3.0846 -3.2024 3.8297
C 2.2949 -2.1822 4.4079
C 2.4573 -1.7961 5.7608
H 1.7725 -0.5695 7.3636
H -0.0887 0.4086 6.0452
H -0.4080 -0.2536 3.6899
H 1.7880 -3.2283 0.7193
H 3.4395 -4.3924 2.0991
H 3.8435 -3.6894 4.4348
H 3.2432 -2.2667 6.3447
C -3.0321 4.4476 -1.5588
C -2.3031 3.1696 -1.9484
C -1.2347 3.4877 -2.9965
O -1.6173 2.6459 -0.8017
B -1.7019 1.2672 -0.7998
O -2.5839 0.8462 -1.7817
C -3.2363 1.9874 -2.3628
C -3.3706 1.7689 -3.8625
C -4.6260 2.0759 -1.7281
H -2.2976 5.2214 -1.3327
H -3.6447 4.2968 -0.6711
H -3.6642 4.7930 -2.3809
H -0.5192 4.1827 -2.5556
H -1.6694 3.9411 -3.8901
H -0.6880 2.5836 -3.2684
H -2.4080 1.5240 -4.3082
H -3.7795 2.6611 -4.3438
H -4.0471 0.9314 -4.0403
H -4.5348 2.1987 -0.6480
H -5.1488 1.1376 -1.9176
H -5.2088 2.8999 -2.1451
*
```

Output
**Total energy**: -93797.412 eV
**LUMO (spin up / spin down)**: 3.9 / 3.9 eV


Record 3
Entry from the OMol25 dataset: C51H46BCdF3N12O as an isolated structure in a non-equilibrium geometry (ωB97M-V with the def2-TZVPD basis set).

```
! wB97M-V def2-TZVPD RIJCOSX def2/J DEFGRID3
* xyz 0 1
Cd 0.1374 0.3842 -0.2076
C 0.1950 -2.1474 -5.0230
C -0.2501 -2.0580 -3.6069
C -1.1216 -2.8969 -2.9454
C -1.2817 -2.3441 -1.6618
N -0.4929 -1.2654 -1.5661
N 0.1083 -1.0805 -2.7483
B 0.9634 0.1762 -3.1097
N 0.1473 1.4668 -2.8720
N -0.2516 1.9047 -1.6684
C -0.9496 3.0312 -1.8443
C -0.9733 3.3325 -3.2132
C -0.2848 2.3121 -3.8309
C -0.1036 2.1255 -5.2944
C -1.6037 3.7988 -0.7914
C -1.4215 3.4949 0.5561
C -2.0104 4.2551 1.5504
C -2.8035 5.3409 1.2197
C -3.0241 5.6323 -0.1170
C -2.4457 4.8662 -1.1112
N 2.2472 0.1866 -2.2665
N 2.2239 0.5530 -0.9792
C 3.4457 0.3814 -0.4799
C 4.2986 -0.0673 -1.4984
C 3.4963 -0.1910 -2.6155
C 3.8951 -0.6513 -3.9708
C 3.8595 0.7026 0.8918
C 3.2203 0.2848 2.0729
C 3.7302 0.7330 3.2921
C 4.8370 1.5504 3.3690
C 5.4772 1.9457 2.2053
C 4.9942 1.5178 0.9882
C -2.2499 -2.8644 -0.6887
C -3.3378 -3.5731 -1.2116
C -4.2912 -4.1671 -0.4094
C -4.1801 -4.0990 0.9698
C -3.1388 -3.3776 1.5181
C -2.2020 -2.7494 0.7080
H -0.2498 -3.0214 -5.4904
H 1.2779 -2.2212 -5.0945
H -0.1147 -1.2625 -5.5768
H -1.5601 -3.7938 -3.3330
H 1.2497 0.1182 -4.2520
H -1.4186 4.1811 -3.6883
H -0.5538 2.9664 -5.8140
H -0.5983 1.2137 -5.6233
H 0.9460 2.0631 -5.5697
H -0.7953 2.6581 0.8206
H -1.8389 3.9933 2.5850
H -3.2485 5.9517 1.9922
H -3.6536 6.4667 -0.3917
H -2.6748 5.0955 -2.1400
H 5.3439 -0.2930 -1.4191
H 4.9569 -0.8848 -3.9665
H 3.7050 0.1182 -4.7173
H 3.3406 -1.5452 -4.2518
H 2.0810 1.7707 1.3425
H 3.2368 0.4258 4.2031
H 5.2067 1.8667 4.3323
H 6.3439 2.5869 2.2554
H 5.4904 1.8276 0.0773
H -3.4609 -3.6381 -2.2799
H -5.1200 -4.6924 -0.8610
H -4.9013 -4.5909 1.6046
H -3.0366 -3.2957 2.5892
H -0.5569 -1.5762 0.6197
N -0.3461 -3.1925 3.3807
C -0.1603 -2.9309 2.0477
N -1.0981 -2.0546 1.3654
C -1.5330 -0.9390 2.2897
N -2.0540 0.1308 1.7671
N -2.1293 0.2410 0.4347
C -3.0735 1.0254 -0.0153
C -3.3296 1.1845 -1.4099
C -4.2698 2.1256 -1.8719
C -4.4659 2.2707 -3.2265
C -3.7541 1.4573 -4.1030
C -2.8785 0.5304 -3.5556
N -2.6577 0.3959 -2.2660
C -1.4586 -1.1192 3.6749
C -1.9772 -0.1357 4.5520
C -1.8928 -0.3005 5.9010
C -1.2753 -1.4462 6.4458
C -0.7687 -2.4203 5.6317
C -0.8530 -2.2816 4.2360
H 0.2014 -3.9469 3.7738
H 0.2356 -3.7233 1.4383
H -3.7316 1.5297 0.6916
H -4.8152 2.7321 -1.1669
H -5.1626 3.0015 -3.6119
H -3.8896 1.5282 -5.1717
H -2.3353 -0.1578 -4.1970
H -2.4438 0.7265 4.1011
H -2.2866 0.4514 6.5673
H -1.1905 -1.5385 7.5177
H -0.2565 -3.2789 6.0438
C 1.7523 3.6619 1.5957
O 1.3313 2.3735 1.2114
H 2.6823 3.9483 1.0986
H 1.9049 3.7017 2.6784
H 0.9699 4.3642 1.3144
F 3.2747 -5.2280 2.5860
C 3.6810 -4.0347 3.0770
F 3.3515 -4.0670 4.3858
F 5.0276 -4.0682 3.0377
C 3.1029 -2.8669 2.3456
C 3.0825 -2.8958 0.9205
C 2.1639 -2.0784 0.3163
N 1.4669 -1.1189 0.9328
C 2.0276 -0.6790 2.1962
C 2.4951 -1.8615 3.0070
H 3.6154 -3.6539 0.3737
H 1.9006 -2.2668 -0.7217
H 1.2367 -0.1465 2.7503
H 2.3261 -1.8778 4.0704
*
```

Output
**Energy relative to the best compared isomer or geometry (same formula, charge and spin)**: 123.9 kcal/mol
**Total energy**: -86954.923 eV
**LUMO (spin up / spin down)**: 0.0 / -0.1 eV